[1]
{
  "formula": "C3H5N3O",
  "method": "ωB97M-V/def2-TZVPD",
  "e_above_lowest_kj_mol": 135.7,
  "energy_ha": -356.80570,
  "charge": 0,
  "fmax_ha_per_bohr": 0.03803,
  "orbital_gap_ha": 0.3163,
  "smiles": "Nc1nc(O)c[nH]1",
  "elements": ["N", "C", "N", "C", "O", "C", "N", "H", "H", "H", "H", "H"],
  "coordinates": [[-1.923272, -0.539251, 0.782461], [-0.624044, -0.074567, 0.677970], [0.443221, -0.835199, 0.627380], [1.251346, -0.139982, -0.213899], [2.464403, -0.615333, -0.536889], [0.653508, 0.991891, -0.689384], [-0.508379, 1.115180, 0.058086], [-1.862844, -1.533834, 1.012419], [-2.138619, -0.419306, -0.241650], [2.536612, -1.487596, -0.124278], [1.002319, 1.774479, -1.318784], [-1.281755, 1.757143, -0.066982]],
  "forces_ev_per_a": [[-0.7, -0.2, -0.7], [-0.2, 0.0, 0.3], [-0.2, 0.4, -0.1], [0.1, 0.2, -0.4], [0.4, -0.2, 0.0], [1.0, 0.6, 0.2], [0.0, -0.4, -0.1], [-0.4, 0.4, -0.2], [-0.9, -0.9, 1.5], [0.0, 0.1, -0.1], [0.3, 0.3, -0.2], [0.3, -0.3, -0.1]],
  "mulliken_charge": [-0.65, 0.37, -0.67, 0.62, -0.51, -0.69, -0.09, 0.30, 0.30, 0.36, 0.41, 0.25]
}



[2]
{
  "formula": "C27H35BrN5O2PdS2Si",
  "method": "ωB97M-V/def2-TZVPD",
  "e_above_lowest_kj_mol": 0.0,
  "multiplicity": 3,
  "energy_ha": -5261.69955,
  "charge": 1,
  "fmax_ha_per_bohr": 0.01115,
  "orbital_gap_ha": [0.2898, 0.1733],
  "elements": ["Pd", "C", "Si", "C", "C", "C", "C", "C", "C", "N", "C", "S", "H", "H", "H", "H", "H", "H", "H", "H", "H", "H", "H", "H", "C", "O", "C", "C", "C", "Br", "C", "C", "C", "O", "C", "N", "C", "C", "C", "C", "C", "C", "N", "H", "H", "H", "H", "H", "H", "H", "H", "H", "H", "H", "C", "N", "C", "C", "S", "N", "C", "C", "H", "H", "H", "H", "H", "H", "H", "H", "H", "H", "H", "H"],
  "coordinates": [[0.626305, 0.290248, 0.444173], [5.257411, -4.827488, -0.742252], [4.163035, -4.116605, 0.594502], [2.539172, -5.031191, 0.596327], [4.986646, -4.196847, 2.264659], [3.991757, -2.254257, 0.171056], [5.107066, -1.608816, -0.381300], [5.069134, -0.275681, -0.745366], [3.892584, 0.439623, -0.542092], [2.839063, -0.123383, 0.014223], [2.877875, -1.429921, 0.355200], [1.346823, -1.920377, 1.016856], [5.360474, -5.904431, -0.599331], [6.263682, -4.407046, -0.739218], [4.825549, -4.664989, -1.731558], [2.760385, -6.100842, 0.622217], [1.956814, -4.836039, -0.305361], [1.920691, -4.795596, 1.460182], [5.214020, -5.231922, 2.525631], [4.340692, -3.790794, 3.044979], [5.923356, -3.637221, 2.277648], [6.019970, -2.166522, -0.547069], [5.930184, 0.208454, -1.183369], [3.793097, 1.479912, -0.828501], [-1.677064, 2.770078, 1.468634], [-1.683667, 1.393996, 1.117942], [-2.898756, 0.847320, 0.804930], [-4.085017, 1.557113, 0.763549], [-5.267574, 0.881743, 0.477970], [-6.880740, 1.863466, 0.445986], [-5.284193, -0.468154, 0.218919], [-4.082341, -1.180060, 0.222377], [-2.897456, -0.522386, 0.524609], [-1.675507, -1.149018, 0.581928], [-4.120876, -2.622939, -0.062561], [-5.106520, -3.403526, 0.260195], [-4.753666, -4.657966, -0.218358], [-5.449615, -5.863783, -0.149828], [-4.870214, -6.971256, -0.733098], [-3.622145, -6.895049, -1.371904], [-2.914342, -5.710612, -1.439148], [-3.506466, -4.601177, -0.847412], [-3.089432, -3.285038, -0.705268], [-2.365324, 2.962757, 2.293097], [-1.936280, 3.392791, 0.608902], [-0.661743, 2.995251, 1.785192], [-4.116108, 2.617815, 0.956402], [-6.202676, -0.994656, 0.006360], [-1.797096, -2.078542, 0.817403], [-6.411299, -5.914184, 0.341200], [-5.385369, -7.921611, -0.703826], [-3.205756, -7.786544, -1.821265], [-1.951360, -5.656771, -1.929653], [-2.389067, -2.838074, -1.273360], [1.524310, 5.875959, -1.742206], [0.612199, 4.751310, -1.543334], [-0.291752, 4.537535, -2.666780], [0.909840, 3.752732, -0.675282], [0.613255, 2.154203, -1.202275], [1.391428, 4.132704, 0.526505], [1.069533, 5.434393, 1.109169], [2.226543, 3.298197, 1.371877], [1.833093, 5.884362, -2.788826], [2.414830, 5.761583, -1.131350], [1.049330, 6.831014, -1.514198], [-0.691194, 5.508087, -2.959302], [-1.109768, 3.886153, -2.376624], [0.226939, 4.093124, -3.519456], [0.211151, 5.868247, 0.606080], [1.907467, 6.131267, 1.062620], [0.815776, 5.280591, 2.157948], [2.125145, 2.248975, 1.107673], [1.925839, 3.426496, 2.411107], [3.277699, 3.581804, 1.280835]],
  "forces_ev_per_a": [[0.5, 0.0, -0.2], [0.0, 0.0, 0.0], [0.0, 0.0, 0.0], [0.0, 0.0, 0.0], [0.0, 0.0, 0.0], [0.0, 0.0, 0.0], [0.0, 0.0, 0.0], [0.0, 0.0, 0.0], [0.0, 0.0, 0.0], [-0.1, 0.0, 0.0], [0.0, 0.0, 0.1], [-0.2, 0.2, 0.1], [0.0, 0.0, 0.0], [0.0, 0.0, 0.0], [0.0, 0.0, 0.0], [0.0, 0.0, 0.0], [0.0, 0.0, 0.0], [0.0, 0.0, 0.0], [0.0, 0.0, 0.0], [0.0, 0.0, 0.0], [0.0, 0.0, 0.0], [0.0, 0.0, 0.0], [0.0, 0.0, 0.0], [0.0, 0.0, 0.0], [0.1, 0.0, 0.0], [-0.1, -0.1, 0.1], [0.0, 0.0, -0.1], [0.0, 0.0, 0.0], [0.0, 0.0, 0.0], [0.0, 0.0, 0.0], [0.0, 0.0, 0.0], [0.1, 0.1, 0.0], [0.0, 0.0, 0.0], [-0.1, 0.0, 0.0], [0.0, 0.0, 0.0], [0.0, 0.0, 0.0], [0.0, 0.0, 0.0], [0.0, 0.0, 0.0], [0.0, 0.0, 0.0], [0.0, 0.0, 0.0], [0.0, 0.0, 0.0], [0.0, 0.0, 0.0], [0.0, -0.1, 0.0], [0.0, 0.0, 0.0], [0.0, 0.0, 0.0], [0.0, 0.0, 0.0], [0.0, 0.0, 0.0], [0.0, 0.0, 0.0], [0.0, 0.0, -0.1], [0.0, 0.0, 0.0], [0.0, 0.0, 0.0], [0.0, 0.0, 0.0], [0.0, 0.0, 0.0], [0.0, 0.0, 0.0], [0.0, 0.1, 0.1], [0.0, -0.1, 0.1], [0.0, 0.0, 0.0], [-0.2, 0.0, -0.2], [0.1, 0.0, 0.3], [0.0, 0.0, 0.0], [0.0, 0.0, -0.1], [0.0, -0.2, -0.1], [0.0, 0.0, 0.0], [0.0, 0.0, 0.0], [0.0, 0.0, 0.0], [0.0, 0.0, 0.0], [0.0, 0.0, 0.0], [0.0, 0.0, 0.0], [0.0, 0.0, -0.1], [0.0, 0.0, 0.0], [0.0, 0.0, 0.0], [0.0, 0.0, -0.1], [0.0, 0.0, 0.0], [0.0, 0.1, 0.0]],
  "mulliken_charge": [-0.23, -1.08, 0.15, -1.02, -1.05, 0.08, -0.21, -1.04, -0.13, -0.26, 1.09, -0.19, 0.35, 0.34, 0.36, 0.34, 0.34, 0.33, 0.34, 0.34, 0.35, 0.30, 0.40, 0.43, -0.94, -0.16, 0.55, -0.30, -0.52, -0.20, -0.86, 0.84, -0.09, -0.29, 0.10, -0.73, 0.68, -0.74, -0.52, -0.45, -1.00, 0.57, -0.04, 0.58, 0.40, -0.09, 0.53, 0.58, 0.36, 0.45, 0.39, 0.39, 0.39, 0.22, -1.17, 0.13, -1.10, 0.38, -0.05, 0.19, -1.25, -0.84, 0.40, 0.38, 0.34, 0.38, 0.36, 0.37, 0.40, 0.36, 0.44, 0.16, 0.34, 0.33]
}



[3]
{
  "formula": "C3H9NS2",
  "method": "ωB97M-V/def2-TZVPD",
  "e_above_lowest_kj_mol": 76.4,
  "energy_ha": -970.80260,
  "charge": 0,
  "fmax_ha_per_bohr": 0.00572,
  "orbital_gap_ha": 0.3121,
  "smiles": "C/C=C/N.SS",
  "elements": ["C", "C", "C", "N", "H", "H", "H", "H", "H", "H", "H", "S", "S", "H", "H"],
  "coordinates": [[-1.534603, 1.188510, 0.124398], [-1.162287, 0.326915, -1.039305], [-0.368124, -0.729723, -0.931117], [-0.057993, -1.638732, -1.951928], [-0.972487, 0.901234, 1.012503], [-1.332596, 2.244138, -0.076455], [-2.601005, 1.122560, 0.345302], [-1.545428, 0.584022, -2.024293], [0.072353, -0.980360, 0.028043], [0.880407, -2.008076, -1.900240], [-0.249572, -1.289632, -2.880268], [1.583572, -0.295564, 3.188090], [2.917125, 0.941024, 2.230717], [0.680445, -0.375698, 2.200313], [3.690193, 0.009382, 1.674240]],
  "forces_ev_per_a": [[-0.1, 0.2, -0.2], [0.1, 0.0, -0.1], [0.1, -0.1, -0.1], [0.1, 0.0, 0.0], [0.0, 0.0, 0.1], [0.1, 0.0, 0.0], [0.0, -0.1, 0.1], [-0.1, 0.0, 0.1], [0.0, -0.1, 0.0], [-0.1, 0.0, 0.0], [0.0, 0.0, 0.0], [0.0, 0.0, 0.0], [-0.1, 0.2, 0.1], [-0.1, 0.0, 0.0], [0.1, -0.2, -0.1]],
  "mulliken_charge": [-0.81, -0.08, 0.09, -0.53, 0.12, 0.27, 0.27, 0.23, 0.04, 0.23, 0.22, -0.12, -0.16, 0.06, 0.16]
}



[4]
{
  "formula": "C10H8N2O",
  "method": "ωB97M-V/def2-TZVPD",
  "e_above_lowest_kj_mol": 666.6,
  "energy_ha": -570.35481,
  "charge": 0,
  "fmax_ha_per_bohr": 0.17700,
  "orbital_gap_ha": 0.3238,
  "elements": ["C", "C", "C", "C", "C", "C", "C", "C", "C", "C", "H", "H", "H", "H", "H", "H", "H", "H", "N", "N", "O"],
  "coordinates": [[1.151105, 0.761045, -0.111341], [2.382382, 1.262794, 0.237956], [3.449554, 0.254472, 0.174293], [3.437924, -0.909493, -0.321589], [1.132398, -0.507054, -0.695504], [-1.284663, 0.679643, 0.044309], [-1.333006, -0.383965, 0.832757], [-2.530452, -1.067427, 1.000064], [-3.493872, -0.898267, -0.334467], [-2.365130, 1.078289, -0.675133], [2.400534, 2.333583, 0.507659], [4.310875, 0.532571, 0.667035], [4.260823, -1.520463, -0.710082], [0.145060, -0.698052, -1.196260], [-0.475394, -0.408409, 1.607007], [-2.899820, -1.822368, 1.891198], [-4.503992, -1.593705, -0.651912], [-2.291966, 2.505456, -0.680663], [2.069775, -1.474777, -0.742763], [-3.478946, 0.418693, -0.944673], [-0.083196, 1.457430, 0.102109]],
  "forces_ev_per_a": [[-0.1, 1.1, 0.6], [-1.4, -1.2, 0.0], [-0.7, 6.6, 2.1], [-5.0, -6.6, -3.7], [-0.6, -3.1, -0.9], [2.4, 1.8, -1.5], [0.0, -2.2, 4.8], [-3.6, -2.3, -3.3], [-0.8, 2.2, 2.4], [-0.2, 6.1, -0.1], [0.8, -0.9, 0.3], [2.3, 1.1, 0.4], [-0.3, 0.1, 1.1], [1.0, -0.6, 0.6], [-1.6, -0.5, -1.2], [1.5, 1.9, -2.7], [3.3, 2.1, 1.3], [-0.5, -4.5, -0.9], [2.1, 4.0, -0.1], [1.0, -4.4, 1.8], [0.5, -0.6, -0.9]],
  "mulliken_charge": [0.51, -0.54, -0.39, -0.39, -0.02, 0.13, 0.26, -0.48, -0.20, 0.04, 0.39, 0.42, 0.37, 0.47, 0.29, 0.26, 0.28, 0.15, -0.57, -0.50, -0.47]
}



[5]
{
  "formula": "CH2INS",
  "method": "ωB97M-V/def2-TZVPD",
  "e_above_lowest_kj_mol": 383.0,
  "energy_ha": -789.77310,
  "charge": 0,
  "fmax_ha_per_bohr": 0.07248,
  "orbital_gap_ha": [0.1928, 0.1924],
  "elements": ["C", "N", "S", "I", "H", "H"],
  "coordinates": [[-1.168739, 0.003697, -0.022566], [-0.928134, -0.985473, 0.609942], [2.198330, -1.076665, 0.048489], [2.547515, 1.269857, -0.001710], [-2.131946, 0.411032, 0.066216], [-0.517028, 0.377553, -0.700370]],
  "forces_ev_per_a": [[-1.1, -0.3, 0.5], [2.1, -2.3, 1.4], [-1.2, 0.7, 0.3], [-0.4, -0.8, 0.0], [-1.7, 0.9, 0.1], [2.3, 1.8, -2.3]],
  "mulliken_charge": [-0.21, -0.19, -0.27, 0.11, 0.29, 0.26]
}



[6]
{
  "formula": "H9O4S",
  "method": "ωB97M-V/def2-TZVPD",
  "e_above_lowest_kj_mol": 97.5,
  "energy_ha": -704.59843,
  "charge": -1,
  "fmax_ha_per_bohr": 0.01493,
  "orbital_gap_ha": 0.2518,
  "elements": ["S", "H", "H", "H", "O", "H", "H", "O", "H", "H", "O", "H", "H", "O"],
  "coordinates": [[1.760189, -0.628527, -1.310820], [1.361159, 0.524917, -1.856884], [2.409954, 0.044928, 1.986392], [1.338854, 0.418075, 1.061384], [1.552924, 0.491217, 2.015501], [-1.626726, -0.697920, -1.452269], [-1.221924, 0.423159, -0.582302], [-1.968425, 0.146568, -1.131222], [1.072442, -3.550523, -3.163471], [1.648698, -3.240641, -1.758913], [1.591318, -3.919430, -2.447975], [-2.183724, 3.890923, 3.185663], [-2.777240, 2.576201, 2.706396], [-2.957500, 3.521053, 2.748519]],
  "forces_ev_per_a": [[-0.2, 0.0, 0.4], [0.0, 0.1, -0.1], [-0.1, 0.1, 0.2], [-0.1, -0.1, 0.1], [0.2, -0.1, -0.5], [0.0, 0.1, -0.1], [0.0, 0.1, -0.1], [0.1, -0.2, 0.2], [0.0, 0.4, 0.2], [-0.2, 0.3, -0.5], [0.2, -0.7, 0.3], [0.0, 0.0, -0.1], [0.0, 0.0, -0.1], [0.0, 0.0, 0.1]],
  "mulliken_charge": [-0.85, -0.01, 0.31, 0.28, -0.65, 0.32, 0.31, -0.66, 0.31, 0.28, -0.64, 0.32, 0.33, -0.65]
}